Entry 1
The molecule C5H11NOS, computed with ωB97M-V with the def2-TZVPD basis set.

As for the HOMO energy: -8.93 eV. For the frontier orbital gap, the calculation gives 9.76 eV. Its spin multiplicity is 1.

CARTESIAN COORDINATES (ANGSTROEM)
C -1.59 -1.51 0.65
C -1.48 -0.17 1.37
C -0.79 -0.41 0.07
C -1.33 0.18 -1.13
C 2.37 1.59 -0.13
N 1.68 0.42 -0.73
O 1.40 -1.98 -0.34
S 0.99 -0.66 0.35
H -0.96 -2.37 1.20
H -2.51 -1.80 0.19
H -2.45 0.39 1.46
H -0.83 -0.29 2.32
H -1.25 -0.44 -2.00
H -0.70 1.04 -1.34
H -2.35 0.47 -1.04
H 3.08 2.00 -0.80
H 1.59 2.30 0.10
H 2.75 1.35 0.92
H 2.37 -0.12 -1.13

Atomic partial charges in e from the Mulliken method, atoms 1 to 5: atom 1 (C): -0.73, atom 2 (C): -0.61, atom 3 (C): 0.98, atom 4 (C): -1.59, atom 5 (C): -0.86

Entry 2
The molecule C5H11NOS, computed with ωB97M-V with the def2-TZVPD basis set.

As for the HOMO energy: -8.71 eV. For the frontier orbital gap, the calculation gives 9.65 eV. Its spin multiplicity is 1.

CARTESIAN COORDINATES (ANGSTROEM)
C -2.23 -1.89 -0.17
N -1.09 -1.41 0.12
O -1.00 -0.08 -0.28
C 0.26 0.55 0.00
C 0.09 1.91 -0.69
C 0.43 0.66 1.54
C 1.41 -0.19 -0.75
S 2.12 -1.67 -0.07
H -2.50 -2.89 -0.05
H -3.03 -1.25 -0.57
H 1.02 2.48 -0.67
H -0.74 2.42 -0.09
H -0.32 1.74 -1.73
H 0.33 -0.36 1.91
H -0.43 1.14 1.95
H 1.40 1.02 1.84
H 1.08 -0.41 -1.75
H 2.30 0.50 -0.76
H 0.90 -2.27 0.20

Atomic partial charges in e from the Mulliken method, atoms 1 to 5: atom 1 (C): -0.47, atom 2 (N): -0.42, atom 3 (O): -0.12, atom 4 (C): 1.50, atom 5 (C): -1.52

Entry 3
C5H11NOS as an isolated structure, computed with ωB97M-V with the def2-TZVPD basis set.

As for the HOMO energy: -8.88 eV. For the frontier orbital gap, the calculation gives 9.52 eV. Its spin multiplicity is 1.

CARTESIAN COORDINATES (ANGSTROEM)
C 0.20 1.22 1.92
C 0.27 -0.29 1.53
C -0.77 -1.39 0.20
C 0.52 -0.55 0.10
C 0.70 0.48 -0.99
H -1.93 1.20 1.64
H -1.37 2.07 0.35
H 1.06 1.80 1.53
H 0.42 1.39 2.94
H 0.87 -1.04 2.15
H -1.62 -1.28 -0.70
H -0.70 -2.54 0.44
H 1.36 -1.07 -0.27
H 1.70 1.01 -0.88
H -0.22 1.20 -0.96
H 1.41 0.69 -3.14
N -1.15 1.78 1.39
O -1.19 -0.79 1.49
S 0.69 -0.39 -2.58

Atomic partial charges in e from the Mulliken method, atoms 1 to 5: atom 1 (C): -0.86, atom 2 (C): 0.53, atom 3 (C): -0.38, atom 4 (C): -0.48, atom 5 (C): -0.62

Of the structures shown above, entry 3 is the least stable.